#one
{
  "formula": "C17H19NO",
  "method": "ωB97M-V/def2-TZVPD",
  "orbital_gap_ev": 8.799,
  "smiles": "Cc1c[nH]c2ccccc12.CCc1ccc(O)cc1",
  "spin_multiplicity": 1,
  "lumo_energy_ev": 0.83,
  "species": ["C", "C", "C", "N", "C", "C", "C", "C", "C", "C", "H", "H", "H", "H", "H", "H", "H", "H", "H", "C", "C", "C", "C", "C", "C", "O", "C", "C", "H", "H", "H", "H", "H", "H", "H", "H", "H", "H"],
  "positions_angstrom": [[-0.7289, -0.8156, 2.4480], [0.1909, -2.0341, 2.4449], [0.3673, -3.0903, 3.2978], [1.3261, -3.9284, 2.6870], [1.7279, -3.3749, 1.5262], [2.7705, -3.8230, 0.6257], [2.9157, -3.1183, -0.5880], [2.1657, -1.9380, -0.7618], [1.1410, -1.4838, 0.0645], [1.0296, -2.1672, 1.2676], [-0.1223, 0.0527, 2.8326], [-1.5825, -0.7817, 3.1421], [-1.0715, -0.4121, 1.4576], [-0.2325, -3.1426, 4.0826], [1.7235, -4.6147, 3.2663], [3.5826, -4.5164, 0.7411], [3.3730, -3.6141, -1.3215], [2.2425, -1.2034, -1.6664], [0.6857, -0.4581, -0.1686], [-3.8307, 0.4323, -1.0075], [-2.2558, 0.4925, -1.2081], [-1.6200, 1.8422, -1.4633], [-0.2497, 1.8329, -1.4237], [0.4700, 3.0489, -1.4830], [-0.2985, 4.2262, -1.5278], [0.3272, 5.4473, -1.5679], [-1.6405, 4.2875, -1.6398], [-2.3819, 3.0692, -1.4737], [-4.1784, 1.2070, -1.7900], [-4.2712, 0.4772, 0.0349], [-4.1228, -0.6489, -1.2713], [-1.8754, -0.0822, -0.2472], [-2.0275, -0.1282, -2.1127], [0.2696, 0.8382, -1.3688], [1.5793, 3.0979, -1.5400], [1.2302, 5.3229, -1.4893], [-2.2086, 5.3087, -1.7676], [-3.5297, 2.9000, -1.6681]]
}


#two
{
  "formula": "C17H19NO",
  "method": "ωB97M-V/def2-TZVPD",
  "orbital_gap_ev": 8.552,
  "smiles": "Cc1c[nH]c2ccccc12.CCc1ccc(O)cc1",
  "spin_multiplicity": 1,
  "lumo_energy_ev": 0.74,
  "species": ["C", "C", "C", "N", "C", "C", "C", "C", "C", "C", "H", "H", "H", "H", "H", "H", "H", "H", "H", "C", "C", "C", "C", "C", "C", "O", "C", "C", "H", "H", "H", "H", "H", "H", "H", "H", "H", "H"],
  "positions_angstrom": [[-1.8628, 0.9993, -3.8488], [-0.6325, 0.8190, -3.0485], [0.0881, 1.7468, -2.3912], [1.0935, 1.0431, -1.6981], [1.0305, -0.2758, -1.8857], [1.8969, -1.3585, -1.5006], [1.2987, -2.5422, -1.9589], [0.2679, -2.8132, -2.8245], [-0.5018, -1.7086, -3.2932], [-0.0509, -0.5171, -2.8518], [-2.7751, 0.5027, -3.5545], [-1.6645, 0.7381, -4.9212], [-2.1999, 2.0298, -4.0380], [-0.0333, 2.8040, -2.3369], [1.4487, 1.4977, -0.8716], [2.6924, -1.1403, -0.8025], [1.7811, -3.3872, -1.4457], [-0.0672, -3.7664, -3.2034], [-1.4197, -1.8487, -3.8432], [-2.9266, 1.0295, 2.4521], [-1.5103, 1.3813, 1.9477], [-0.2163, 0.7014, 2.4135], [-0.1630, -0.7321, 2.6044], [1.0695, -1.2378, 2.9344], [2.1916, -0.4469, 3.1475], [3.4344, -1.0147, 3.2579], [2.1472, 0.9032, 2.9601], [0.8752, 1.4477, 2.7537], [-3.1717, 1.5641, 3.3998], [-2.9625, -0.0764, 2.6046], [-3.6986, 1.4633, 1.8273], [-1.3687, 1.3971, 0.8750], [-1.4499, 2.4270, 2.2938], [-1.0606, -1.3369, 2.7260], [1.1264, -2.3318, 3.0035], [3.3943, -1.9680, 3.2186], [3.0714, 1.4776, 2.9659], [0.8281, 2.5299, 2.9324]]
}


Relative energies, in kcal/mol, with the most stable structure set to zero: #one 31.0; #two 0.0.


#one
{
  "formula": "H18NO12",
  "method": "ωB97M-V/def2-TZVPD",
  "orbital_gap_ev": 9.714,
  "spin_multiplicity": 1,
  "charge": -1,
  "lumo_energy_ev": 2.34,
  "species": ["N", "O", "O", "O", "O", "H", "H", "O", "H", "H", "O", "H", "H", "O", "H", "H", "O", "H", "H", "O", "H", "H", "O", "H", "H", "O", "H", "H", "O", "H", "H"],
  "positions_angstrom": [[0.7578, -0.0243, -0.4632], [1.6383, 0.3084, 0.3441], [1.0195, 0.0687, -1.6833], [-0.3647, 0.2785, -0.0294], [1.9146, -2.3211, -2.6133], [1.8557, -1.4478, -2.2717], [2.5543, -2.1718, -3.3452], [-2.2952, -0.8955, 1.8478], [-2.5700, -0.2733, 1.1391], [-1.7637, -0.3690, 2.4046], [-1.5725, 0.5071, -2.7257], [-0.6679, 0.7263, -2.3950], [-1.4236, -0.1228, -3.4114], [1.4931, -0.9377, 2.7104], [0.6087, -0.6739, 2.9949], [1.4888, -0.4502, 1.8266], [-1.3810, 2.7245, 1.0161], [-0.9344, 3.4746, 0.6531], [-0.9887, 1.9281, 0.6262], [-1.4927, -2.1070, -0.8847], [-1.0738, -1.3147, -0.5137], [-1.8818, -1.8616, -1.7399], [-3.1753, 0.7325, -0.2941], [-2.5223, 0.8008, -0.9827], [-3.7982, 0.0650, -0.6248], [1.1523, 2.3686, 2.4438], [0.2589, 2.4765, 2.1997], [1.4575, 1.6457, 1.9266], [3.8249, -1.4051, 0.6553], [4.6995, -0.9818, 0.7037], [3.1819, -0.7474, 0.4860]]
}


#two
{
  "formula": "H18NO12",
  "method": "ωB97M-V/def2-TZVPD",
  "orbital_gap_ev": 9.179,
  "spin_multiplicity": 1,
  "charge": -1,
  "lumo_energy_ev": 2.47,
  "species": ["N", "O", "O", "O", "O", "H", "H", "O", "H", "H", "O", "H", "H", "O", "H", "H", "O", "H", "H", "O", "H", "H", "O", "H", "H", "O", "H", "H", "O", "H", "H"],
  "positions_angstrom": [[-0.8921, -0.7043, -1.2333], [-1.7221, 0.0857, -0.8063], [-0.6401, -1.6523, -0.4693], [0.1299, -0.1353, -1.7123], [1.7329, -1.3693, 1.9807], [1.7809, -1.8063, 1.1217], [1.6719, -0.4333, 1.8477], [1.3789, 1.3847, 0.7617], [1.1449, 2.2977, 0.8437], [1.8229, 1.2947, -0.0333], [-4.1851, 1.7847, 0.8197], [-3.7031, 2.4967, 1.1897], [-3.7901, 1.6487, 0.0067], [1.9439, -2.4883, -0.4083], [2.3199, -2.3203, -1.2793], [1.0089, -2.4653, -0.5893], [-0.9971, -2.9653, 2.2727], [-0.8681, -2.6583, 1.4117], [-0.1411, -3.3093, 2.5097], [-1.0091, -0.2923, 2.1927], [-0.9441, -1.2473, 2.3567], [-0.8781, -0.2313, 1.2507], [2.8649, -0.5693, -2.6563], [2.6359, 0.0407, -3.3403], [2.0589, -0.5103, -2.1023], [0.9129, 2.3837, -1.8813], [0.2169, 2.9207, -1.5443], [0.3959, 1.5367, -1.8803], [-1.5461, 2.7237, -0.4303], [-1.4931, 1.8047, -0.6643], [-1.2101, 2.7537, 0.4657]]
}


Relative energies, in kcal/mol, with the most stable structure set to zero: #one 0.0; #two 4.5.